This record from OMol25 describes C22H47N9S2Y as an isolated structure. The level of theory is ωB97M-V/def2-TZVPD.

Cartesian coordinates (Å):
Y -0.136 -0.059 0.660
S 1.647 -2.160 -0.770
S -0.248 -1.909 -3.113
N -3.281 -0.290 0.204
N -1.652 0.791 2.646
N -0.526 2.397 0.469
N 0.433 1.450 -2.359
N 1.277 0.921 -1.309
N 2.070 0.418 1.727
N 0.252 -1.739 2.455
N 1.836 -3.376 -3.122
N -1.711 -1.972 0.062
C -0.035 -2.972 -4.586
C -3.966 -2.626 0.576
C 1.379 -3.548 -4.488
C 2.100 -0.179 3.084
C 1.168 2.169 -3.439
C 2.501 1.837 1.772
C 1.176 -2.552 -2.334
C 1.372 2.802 2.147
C -2.292 -4.295 0.255
C 2.442 1.432 -3.874
C 0.195 2.265 -4.612
C 0.511 3.332 0.994
C 1.513 3.568 -2.932
C -1.389 -3.278 0.038
C -3.005 -1.667 0.264
C 1.612 -1.628 3.042
C -0.839 -1.939 3.448
C -1.296 0.591 4.071
C -2.007 2.222 2.468
C -3.606 -3.961 0.572
C -1.008 -0.858 4.513
C -1.872 2.688 1.020
H -0.423 1.215 4.282
H 2.251 0.370 -4.035
H 1.840 3.678 2.602
H -1.769 -2.055 2.881
H 2.192 3.545 -2.080
H -4.334 -4.725 0.793
H 2.793 1.847 -4.815
H -4.245 -0.085 0.457
H -0.127 -0.850 5.154
H -2.517 0.262 2.501
H -0.016 1.280 -5.029
H -2.075 3.766 0.992
H -4.977 -2.329 0.807
H -2.620 2.189 0.397
H 0.256 -2.618 1.932
H 1.643 -2.050 4.050
H 0.743 2.346 2.910
H 0.610 4.109 -2.662
H 1.467 0.416 3.743
H -0.741 2.720 -4.297
H -0.813 -3.735 -4.549
H -0.669 -2.879 3.986
H -0.171 -2.362 -5.477
H -0.056 0.664 -2.789
H 2.792 -0.085 1.199
H -3.113 0.081 -0.732
H 0.624 2.878 -5.399
H 1.391 -4.610 -4.750
H 2.924 2.114 0.805
H -0.352 -3.507 -0.173
H 1.852 1.722 -1.026
H 3.119 -0.166 3.491
H 1.957 0.245 -1.697
H 2.013 4.120 -3.721
H -2.103 0.981 4.704
H 2.304 -2.206 2.421
H 0.017 4.248 1.336
H 1.172 3.625 0.175
H 2.696 -3.821 -2.822
H 3.255 1.549 -3.158
H -0.592 2.601 -0.535
H -1.973 -5.324 0.200
H -1.345 2.825 3.092
H 2.065 -3.024 -5.165
H -3.029 2.423 2.803
H -1.833 -1.201 5.141
H 3.305 1.940 2.509

Calculated values
largest force on an atom	0.014	hartree/bohr
net charge	+3
HOMO level	-17.236	eV